No. 1
C32H30N4O4Ru | wB97M-V/def2-TZVPD

```
! wB97M-V def2-TZVPD RIJCOSX def2/J DEFGRID3
* xyz 1 2
Ru 0.78100 -0.24350 -0.00800
O -3.21460 0.58930 -3.90450
C -3.17700 -0.74070 -3.89950
C -3.87620 -1.41020 -4.91210
C -3.82190 -2.78130 -5.01850
C -3.07350 -3.52440 -4.10760
C -2.41110 -2.88530 -3.08070
C -2.45240 -1.49690 -2.94380
C -1.67870 -0.86460 -1.87100
O -1.03680 -1.52330 -1.01290
N -1.60800 0.47610 -1.90130
N -0.73610 1.01010 -1.08670
C -0.36690 2.27360 -1.23160
C 0.40080 2.88360 -0.22060
C 0.68890 4.26630 -0.22720
C 1.33620 4.82350 0.84600
C 1.68270 4.00360 1.92370
C 1.40680 2.64960 1.84780
N 0.81510 2.08680 0.80810
H -2.67180 0.92530 -3.14940
H -4.44560 -0.81560 -5.60940
H -4.34790 -3.27990 -5.81700
H -3.01170 -4.59680 -4.20490
H -1.82440 -3.45300 -2.37460
H -0.70070 2.83350 -2.09970
H 0.38010 4.86320 -1.07190
H 1.56420 5.87730 0.87190
H 2.16880 4.40310 2.79680
H 1.69290 1.98970 2.65740
C 2.56580 -3.32360 0.37400
O 1.27630 -2.80930 0.09800
C 0.21980 -3.40140 0.83030
C -0.07920 -2.68120 2.15080
O -0.28930 -1.29420 1.89710
C -1.29370 -0.71350 2.70760
H 2.59360 -4.40010 0.17370
H 2.87410 -3.13970 1.40760
H 3.25090 -2.81770 -0.30560
H 0.42540 -4.46100 1.02960
H -0.66310 -3.30200 0.19120
H 0.75040 -2.79400 2.86460
H -0.98550 -3.12060 2.58380
H -2.28290 -1.09660 2.43090
H -1.25550 0.36480 2.54450
H -1.10340 -0.93180 3.76490
C 3.79650 -0.47100 3.19660
C 4.94490 -0.15410 2.48750
C 4.85730 0.19530 1.15420
C 3.61830 0.19860 0.50760
C 2.46680 -0.21640 1.20110
C 2.56550 -0.49720 2.54980
C 3.42010 0.64480 -0.86260
C 4.25660 1.54140 -1.54230
C 3.88940 2.01970 -2.77530
C 2.74780 1.49100 -3.42310
C 2.34390 1.84690 -4.72140
C 1.28970 1.20870 -5.33260
C 0.61990 0.16880 -4.68040
C 0.98070 -0.19050 -3.40170
C 2.00500 0.49520 -2.73280
N 2.29190 0.18450 -1.43980
H 3.85460 -0.69390 4.25160
H 5.90320 -0.16140 2.98260
H 5.75070 0.45620 0.60940
H 1.68810 -0.72590 3.13720
H 5.15760 1.88710 -1.06290
H 4.48190 2.76970 -3.27240
H 2.89900 2.61760 -5.23400
H 0.99340 1.48210 -6.33480
H -0.18260 -0.35760 -5.17830
H 0.53540 -1.04460 -2.90370
*
```

Its total energy is -50395.53617 eV. The value obtained for the HOMO-LUMO gap (alpha / beta) is 5.91 / 6.34 eV. As for the expectation value of S²: 0.767.

No. 2
C32H30N6SeSn | wB97M-V/def2-TZVPD

```
! wB97M-V def2-TZVPD RIJCOSX def2/J DEFGRID3
* xyz 4 1
Sn 0.34964 0.32015 0.03436
C -1.45576 0.05366 -3.26182
C -0.52853 -1.10263 -3.47608
C 0.12928 -1.29693 -4.67056
C 0.99214 -2.38423 -4.85317
C 1.21649 -3.29064 -3.82337
C 0.59393 -3.14330 -2.59937
C 0.85526 -4.06666 -1.46382
C -0.34444 -2.07220 -2.45115
N -1.05526 -1.96209 -1.29106
C -2.00826 -2.70654 -0.86021
C -2.58556 -3.84099 -1.60939
C -2.51150 -2.34783 0.48380
C -3.62998 -3.07087 1.12146
N -1.89013 -1.36585 1.03666
C -2.17793 -0.77379 2.23434
C -3.37742 -0.00893 2.38688
C -4.29447 0.24691 1.24838
C -3.67646 0.48475 3.64480
C -2.81244 0.29922 4.71209
C -1.60556 -0.39220 4.53533
C -1.25659 -0.91382 3.31010
C 0.02532 -1.66635 3.11081
H -1.72003 0.49542 -4.21824
H -0.97673 0.84239 -2.65479
H -2.37066 -0.26004 -2.75928
H -0.01727 -0.59508 -5.47537
H 1.52008 -2.49333 -5.78974
H 1.89163 -4.11914 -3.97648
H 1.76892 -4.63040 -1.63356
H 0.05627 -4.80290 -1.36104
H 0.93156 -3.51308 -0.52320
H -2.12497 -3.95352 -2.58923
H -3.66228 -3.71617 -1.73828
H -2.45913 -4.77035 -1.04574
H -3.81999 -4.03720 0.66760
H -4.55019 -2.48594 1.03371
H -3.44681 -3.19936 2.18834
H -3.87241 -0.04462 0.28840
H -4.55373 1.30537 1.21621
H -5.24329 -0.27146 1.40263
H -4.60288 1.01987 3.79186
H -3.05360 0.71581 5.67984
H -0.94212 -0.51571 5.37646
H 0.41002 -2.00848 4.06804
H 0.79951 -1.01254 2.67016
H -0.12012 -2.53069 2.46147
Se 5.72073 6.47916 0.43145
N 5.75861 4.78100 0.88074
C 4.61933 4.20151 0.60347
C 4.30612 2.81485 0.82158
C 5.23522 1.90152 1.33984
C 4.86783 0.57378 1.46007
C 3.58399 0.19847 1.09102
N 2.67535 1.05920 0.62845
C 3.01799 2.35391 0.47502
C 2.01514 3.26300 -0.06759
N 0.78926 2.76530 -0.32660
C -0.15923 3.58495 -0.78464
C 0.05860 4.92989 -1.04453
C 1.31696 5.45760 -0.81973
C 2.31746 4.62100 -0.30443
C 3.63572 5.09665 0.01907
N 4.06600 6.32183 -0.13725
H 6.22042 2.24685 1.61954
H 5.55619 -0.16985 1.82723
H 3.27026 -0.84186 1.15608
H -1.14279 3.14330 -0.93673
H -0.75067 5.54104 -1.41100
H 1.54118 6.49652 -1.01476
*
```

Its total energy is -113747.85059 eV. The value obtained for the HOMO-LUMO gap (alpha / beta) is 3.57 / 3.65 eV.

No. 3
C32H30O3PRhS3Si | wB97M-V/def2-TZVPD

```
! wB97M-V def2-TZVPD RIJCOSX def2/J DEFGRID3
* xyz 0 1
Rh -0.10820 0.13781 0.45167
O -0.48735 1.74603 4.08156
C -0.41979 1.60367 2.89060
O -0.27817 0.41421 2.32150
C -0.53668 2.79497 1.97597
P -0.33779 2.34623 0.23444
C 1.13482 3.17271 -0.38387
C 2.08017 2.46625 -1.12155
C 3.24159 3.10188 -1.54736
C 3.45215 4.43830 -1.24743
C 2.49737 5.15285 -0.53091
C 1.34329 4.52296 -0.09785
C -1.72018 3.11508 -0.62697
C -2.39890 2.43979 -1.63584
C -3.46949 3.04984 -2.27774
C -3.87350 4.32244 -1.90478
C -3.19757 5.00020 -0.89745
C -2.12297 4.40100 -0.26179
H 0.19488 3.54038 2.28041
H -1.53364 3.20745 2.12760
H 1.93720 1.41906 -1.33453
H 3.98523 2.54122 -2.09942
H 4.36512 4.92781 -1.56314
H 2.65654 6.19937 -0.30326
H 0.61294 5.08934 0.46834
H -2.10180 1.43973 -1.91038
H -3.99245 2.52291 -3.06418
H -4.71993 4.78778 -2.39354
H -3.51092 5.99337 -0.60130
H -1.60850 4.94116 0.52450
O 1.87563 -0.14517 0.19135
C 2.58546 -0.87790 1.14977
C 3.26650 0.00804 2.18037
C 4.27596 -0.31660 3.03479
C 4.67374 0.77560 3.86365
C 3.96311 1.90715 3.60113
S 2.82639 1.65070 2.35728
C 3.66069 -1.68101 0.44087
C 4.05069 -2.96612 0.64774
C 5.19175 -3.33011 -0.13713
C 5.62582 -2.30397 -0.91644
S 4.66562 -0.90295 -0.70993
C 1.59688 -1.80237 1.82390
C 1.41970 -2.15535 3.11050
C 0.28849 -3.02647 3.29826
C -0.36329 -3.29878 2.14832
S 0.38809 -2.53580 0.79737
H 4.72026 -1.30373 3.07175
H 5.46639 0.72177 4.59735
H 4.04391 2.87500 4.07123
H 3.53995 -3.63616 1.32912
H 5.66195 -4.30400 -0.10862
H 6.44511 -2.30322 -1.61948
H 2.04040 -1.78162 3.91366
H -0.01563 -3.41680 4.26078
H -1.23915 -3.91273 2.00529
C -5.65417 -0.01305 -1.84861
Si -5.00936 -0.15273 -0.12036
C -5.44699 1.35207 0.85844
C -5.69798 -1.67022 0.67397
C -3.18284 -0.26504 -0.13070
C -1.96117 -0.31528 -0.10463
H -6.73903 -0.15869 -1.85786
H -5.20531 -0.76732 -2.50060
H -5.44394 0.97070 -2.26984
H -6.53290 1.48152 0.90089
H -5.01026 2.25012 0.40986
H -5.07223 1.26831 1.88248
H -6.79224 -1.65951 0.65658
H -5.37364 -1.73662 1.71595
H -5.35622 -2.56973 0.15550
*
```

Its total energy is -92492.21594 eV. The energy above the lowest of the compared OMol25 structures with the same formula, charge and spin comes out at 15.60 kJ/mol. The value obtained for the HOMO-LUMO gap (alpha / beta) is 7.27 / 7.28 eV.

> Which formula does entry 3 have?

C32H30O3PRhS3Si

Please write out number 1 again, unchanged.
C32H30N4O4Ru | wB97M-V/def2-TZVPD

```
! wB97M-V def2-TZVPD RIJCOSX def2/J DEFGRID3
* xyz 1 2
Ru 0.78100 -0.24350 -0.00800
O -3.21460 0.58930 -3.90450
C -3.17700 -0.74070 -3.89950
C -3.87620 -1.41020 -4.91210
C -3.82190 -2.78130 -5.01850
C -3.07350 -3.52440 -4.10760
C -2.41110 -2.88530 -3.08070
C -2.45240 -1.49690 -2.94380
C -1.67870 -0.86460 -1.87100
O -1.03680 -1.52330 -1.01290
N -1.60800 0.47610 -1.90130
N -0.73610 1.01010 -1.08670
C -0.36690 2.27360 -1.23160
C 0.40080 2.88360 -0.22060
C 0.68890 4.26630 -0.22720
C 1.33620 4.82350 0.84600
C 1.68270 4.00360 1.92370
C 1.40680 2.64960 1.84780
N 0.81510 2.08680 0.80810
H -2.67180 0.92530 -3.14940
H -4.44560 -0.81560 -5.60940
H -4.34790 -3.27990 -5.81700
H -3.01170 -4.59680 -4.20490
H -1.82440 -3.45300 -2.37460
H -0.70070 2.83350 -2.09970
H 0.38010 4.86320 -1.07190
H 1.56420 5.87730 0.87190
H 2.16880 4.40310 2.79680
H 1.69290 1.98970 2.65740
C 2.56580 -3.32360 0.37400
O 1.27630 -2.80930 0.09800
C 0.21980 -3.40140 0.83030
C -0.07920 -2.68120 2.15080
O -0.28930 -1.29420 1.89710
C -1.29370 -0.71350 2.70760
H 2.59360 -4.40010 0.17370
H 2.87410 -3.13970 1.40760
H 3.25090 -2.81770 -0.30560
H 0.42540 -4.46100 1.02960
H -0.66310 -3.30200 0.19120
H 0.75040 -2.79400 2.86460
H -0.98550 -3.12060 2.58380
H -2.28290 -1.09660 2.43090
H -1.25550 0.36480 2.54450
H -1.10340 -0.93180 3.76490
C 3.79650 -0.47100 3.19660
C 4.94490 -0.15410 2.48750
C 4.85730 0.19530 1.15420
C 3.61830 0.19860 0.50760
C 2.46680 -0.21640 1.20110
C 2.56550 -0.49720 2.54980
C 3.42010 0.64480 -0.86260
C 4.25660 1.54140 -1.54230
C 3.88940 2.01970 -2.77530
C 2.74780 1.49100 -3.42310
C 2.34390 1.84690 -4.72140
C 1.28970 1.20870 -5.33260
C 0.61990 0.16880 -4.68040
C 0.98070 -0.19050 -3.40170
C 2.00500 0.49520 -2.73280
N 2.29190 0.18450 -1.43980
H 3.85460 -0.69390 4.25160
H 5.90320 -0.16140 2.98260
H 5.75070 0.45620 0.60940
H 1.68810 -0.72590 3.13720
H 5.15760 1.88710 -1.06290
H 4.48190 2.76970 -3.27240
H 2.89900 2.61760 -5.23400
H 0.99340 1.48210 -6.33480
H -0.18260 -0.35760 -5.17830
H 0.53540 -1.04460 -2.90370
*
```

Its total energy is -50395.53617 eV. The value obtained for the HOMO-LUMO gap (alpha / beta) is 5.91 / 6.34 eV. As for the expectation value of S²: 0.767.